{
  "formula": "C32H64Cl32",
  "method": "wB97M-V/def2-TZVPD",
  "elements": ["Cl", "Cl", "Cl", "Cl", "Cl", "Cl", "Cl", "Cl", "Cl", "Cl", "Cl", "Cl", "Cl", "Cl", "Cl", "Cl", "Cl", "Cl", "Cl", "Cl", "Cl", "Cl", "Cl", "Cl", "Cl", "Cl", "Cl", "Cl", "Cl", "Cl", "Cl", "Cl", "C", "C", "C", "C", "C", "C", "C", "C", "C", "C", "C", "C", "C", "C", "C", "C", "C", "C", "C", "C", "C", "C", "C", "C", "C", "C", "C", "C", "C", "C", "C", "C", "H", "H", "H", "H", "H", "H", "H", "H", "H", "H", "H", "H", "H", "H", "H", "H", "H", "H", "H", "H", "H", "H", "H", "H", "H", "H", "H", "H", "H", "H", "H", "H", "H", "H", "H", "H", "H", "H", "H", "H", "H", "H", "H", "H", "H", "H", "H", "H", "H", "H", "H", "H", "H", "H", "H", "H", "H", "H", "H", "H", "H", "H", "H", "H"],
  "positions_angstrom": [[-1.571, -1.395, 0.940], [-2.221, -6.699, 0.206], [4.499, 0.773, 0.425], [-2.779, 3.145, 5.923], [1.644, 3.948, 3.419], [3.005, -2.206, 3.140], [2.133, 6.626, -5.135], [-6.892, -4.028, -1.835], [6.298, -1.215, 3.557], [-2.648, 5.974, -2.663], [3.037, 3.352, -1.094], [7.582, -3.074, -0.350], [-4.155, 0.540, -3.563], [4.933, 2.778, 3.868], [-1.889, -3.821, 4.517], [1.826, -0.605, -3.683], [0.238, 1.059, 2.088], [-1.894, -1.520, -5.368], [-6.254, 1.088, 4.288], [2.439, -5.526, -4.313], [-1.594, -4.308, -3.132], [0.702, 2.934, -3.337], [4.492, 0.590, -4.888], [1.287, 6.840, 0.160], [0.729, -5.157, -0.062], [-4.784, 1.013, 1.083], [-4.034, -3.886, 1.382], [3.293, -2.741, -0.456], [-2.587, 5.484, -5.932], [-2.992, -3.676, 7.701], [-1.688, -0.110, 5.707], [-1.825, 3.825, 0.042], [-1.140, -6.262, 1.581], [-0.024, -0.881, 0.225], [4.878, -0.908, 4.646], [-1.646, -0.489, -3.913], [-2.789, -0.439, -2.949], [-4.779, -3.476, -0.197], [-4.079, 0.491, 2.691], [0.203, 0.583, 0.346], [-3.825, -3.016, 6.293], [-5.957, -4.407, -0.367], [-1.118, 2.653, 5.404], [3.532, -0.732, 4.030], [0.149, -4.200, -3.580], [-0.190, 4.544, 0.255], [2.953, 0.659, -5.812], [0.928, 4.714, -3.588], [-3.986, 5.035, -4.874], [-3.567, 4.667, -3.472], [4.276, 3.882, 2.601], [-3.590, -3.856, 5.059], [5.887, -2.938, 0.221], [2.882, 3.583, 2.171], [-0.215, 5.955, -0.270], [-5.098, -0.110, 3.617], [-0.715, 1.377, 6.054], [1.644, 4.920, -4.896], [2.128, -0.518, -5.456], [3.979, 0.806, -1.278], [0.735, -5.630, -3.714], [-0.428, -4.969, 1.288], [4.186, 2.181, -1.807], [4.982, -2.920, -1.000], [-0.783, -0.934, -3.424], [0.478, 3.900, -0.314], [1.189, 0.895, 0.022], [-4.252, -3.537, 4.255], [5.201, -0.017, 5.196], [-1.743, -6.133, 2.480], [0.632, -3.648, -2.770], [0.102, -4.787, 2.238], [0.220, -6.261, -4.439], [2.957, 0.437, -1.313], [-0.680, 1.119, 0.010], [-4.404, 4.144, -5.318], [2.535, 4.299, -4.924], [0.022, 4.509, 1.322], [-3.540, -1.967, 6.153], [4.323, 4.871, 3.048], [-2.990, 3.735, -3.450], [-0.407, -7.071, 1.671], [0.957, 4.640, -5.695], [-1.400, 0.500, -4.298], [0.775, -6.230, -2.811], [-3.863, -4.888, 5.305], [-4.560, 5.951, -4.754], [0.279, 1.171, 5.649], [-0.799, 1.519, 7.126], [3.215, 0.544, -6.860], [4.852, -1.726, 5.367], [-5.718, -0.884, 3.162], [-0.079, 5.123, -3.551], [1.547, 5.054, -2.760], [1.151, -0.579, -5.938], [2.428, 1.562, -5.505], [5.251, -2.090, -1.665], [-0.330, 5.807, -1.343], [-4.044, -3.655, -0.978], [-4.884, -2.987, 6.523], [4.040, 2.183, -2.885], [2.841, -0.618, 4.865], [-1.160, 2.612, 4.317], [0.222, -3.654, -4.527], [-0.404, 3.396, 5.774], [4.581, 0.088, -1.831], [-4.491, -0.401, 4.476], [2.534, -1.505, -5.675], [-6.622, -4.336, 0.496], [0.735, -1.446, 0.772], [5.201, 2.486, -1.546], [-3.627, 1.417, 3.027], [5.755, -3.719, 0.981], [-1.155, -4.217, 1.003], [5.774, -2.122, 0.940], [-1.046, 6.424, 0.248], [-0.021, -1.071, -0.850], [2.701, 2.541, 1.922], [5.133, -3.852, -1.551], [-2.492, 0.073, -2.035], [-3.222, -1.399, -2.692], [-3.347, -0.268, 2.405], [2.612, 4.281, 1.386], [-5.623, -5.451, -0.451], [3.612, 0.096, 3.325], [-4.431, 4.446, -2.839], [4.846, 3.785, 1.679], [-5.108, -2.449, -0.095]],
  "forces_ev_per_a": [[-0.089, -0.051, -0.378], [0.033, -0.157, 0.231], [0.068, -0.292, 0.388], [0.330, 0.036, -0.065], [0.028, 0.082, 0.561], [0.079, 0.285, 0.072], [-0.161, -0.295, 0.151], [0.088, 0.120, -0.011], [-0.742, 0.020, 0.020], [-0.224, -0.136, -0.238], [0.384, 0.025, 0.065], [-0.144, 0.196, 0.126], [-0.119, 0.108, -0.207], [-0.204, 0.048, -0.455], [-0.260, 0.052, -0.081], [-0.142, 0.059, 0.066], [0.119, 0.044, 0.331], [-0.209, 0.174, 0.136], [0.043, 0.051, -0.167], [-0.230, 0.178, 0.138], [0.257, -0.044, -0.057], [-0.132, 0.072, -0.291], [0.174, 0.149, -0.356], [-0.214, -0.339, -0.284], [0.051, 0.168, 0.217], [-0.046, -0.276, 0.270], [0.158, 0.084, 0.143], [-0.019, -0.057, -0.317], [-0.187, -0.215, 0.280], [0.172, 0.004, 0.243], [0.130, 0.554, -0.232], [0.046, -0.060, 0.045], [0.035, -0.247, -0.720], [0.446, -0.315, 0.005], [1.228, -0.380, 0.962], [0.333, -0.240, -0.281], [-0.608, 0.313, 0.118], [-0.313, -0.385, 0.231], [-0.444, 0.125, -1.485], [-0.552, 0.384, 1.675], [-0.098, 0.647, -0.379], [-0.099, -0.638, 0.271], [-1.044, 0.234, -0.140], [0.567, -0.196, -0.573], [0.168, -0.899, 0.177], [0.161, -0.541, 0.483], [0.314, -0.478, 0.322], [0.103, -0.232, 0.487], [1.046, 0.536, 0.730], [0.420, -0.838, 0.399], [-0.043, -0.071, 0.241], [-0.440, -0.400, 0.451], [0.247, -0.071, 1.225], [-0.963, 0.040, 0.610], [-0.133, -0.829, 0.273], [0.201, 0.791, 0.371], [0.017, -0.513, -0.224], [-0.424, -0.141, -0.245], [-1.001, -1.668, 0.582], [-0.171, -0.558, 0.305], [0.051, 0.184, -0.374], [-0.076, -0.689, 0.599], [0.077, 0.145, -0.375], [0.633, -0.109, 0.442], [0.016, 0.151, 0.085], [0.135, 0.052, 0.165], [-0.202, 0.086, -0.734], [0.249, 0.191, -0.146], [-0.450, -0.017, -0.161], [-0.004, -0.175, -0.123], [0.067, -0.135, -0.234], [0.078, 0.658, -0.671], [-0.188, 0.455, -0.121], [-0.046, 0.249, -0.054], [0.393, 0.354, -0.730], [-0.710, 0.256, -0.252], [0.080, 0.096, -0.096], [0.096, -0.116, -0.102], [0.256, -0.335, 0.063], [0.211, 0.071, -0.290], [0.292, 0.399, -0.042], [-0.360, 0.097, 0.184], [0.273, 0.092, -0.178], [0.038, -0.056, 0.216], [-0.102, 0.496, 0.360], [0.292, 0.094, -0.186], [-0.554, -0.344, -0.726], [0.058, -0.189, 0.628], [0.522, -0.247, 0.088], [-0.075, 0.645, -0.083], [0.158, -0.065, -0.178], [0.471, -0.107, 0.135], [0.168, 0.254, -0.123], [-0.163, 0.069, 0.059], [-0.074, 0.690, -0.011], [0.195, 0.175, -0.451], [-0.192, -0.158, 0.283], [-0.024, 1.059, 0.085], [0.103, 0.321, 0.047], [-0.225, -0.257, 0.001], [-0.007, 0.160, 0.091], [-0.189, 0.431, -0.329], [0.270, 0.024, 0.091], [-0.057, -0.164, 0.263], [-0.246, 0.097, -0.317], [0.157, 0.090, -0.003], [-0.339, -0.594, 0.017], [0.678, 0.283, -0.135], [-0.003, 0.064, -0.206], [0.079, -0.003, -0.399], [-0.190, 0.249, -0.193], [0.167, -0.244, 0.544], [-0.323, -0.679, -1.008], [0.215, 0.334, 0.224], [0.159, 0.811, -0.920], [-0.029, 0.530, -0.535], [-0.054, -0.585, 0.076], [0.193, 0.099, -0.352], [-0.438, 0.137, 0.061], [0.226, -0.123, 0.030], [0.257, -0.228, -0.073], [0.019, 0.282, 0.368], [0.170, -0.262, -0.318], [-0.053, 0.379, 0.004], [-0.715, -0.027, 0.112], [-0.102, 0.325, -0.244], [0.545, 0.078, 0.297], [0.150, 0.176, -0.361]],
  "lowdin_charge": [0.61, 0.51, 0.61, 0.53, 0.55, 0.53, 0.56, 0.55, 0.53, 0.58, 0.62, 0.55, 0.54, 0.55, 0.55, 0.57, 0.56, 0.54, 0.54, 0.51, 0.52, 0.53, 0.59, 0.56, 0.56, 0.48, 0.56, 0.54, 0.51, 0.57, 0.56, 0.56, -0.65, -0.64, -0.65, -0.67, -0.64, -0.62, -0.63, -0.60, -0.70, -0.69, -0.66, -0.64, -0.65, -0.66, -0.60, -0.63, -0.61, -0.65, -0.63, -0.66, -0.68, -0.70, -0.67, -0.65, -0.63, -0.66, -0.61, -0.68, -0.63, -0.68, -0.63, -0.65, -0.01, 0.01, 0.05, 0.03, 0.05, 0.05, 0.03, 0.08, 0.06, 0.01, 0.03, 0.07, 0.06, 0.02, 0.00, 0.07, 0.06, 0.07, 0.07, 0.05, 0.04, 0.07, 0.07, 0.07, 0.07, 0.08, 0.07, 0.07, 0.02, 0.03, 0.07, 0.05, 0.06, 0.00, 0.06, 0.07, 0.01, 0.08, 0.03, 0.04, 0.07, 0.05, 0.03, 0.07, 0.06, 0.05, 0.08, 0.05, 0.07, 0.00, 0.00, 0.07, 0.07, 0.00, 0.07, 0.06, 0.05, 0.00, 0.00, 0.07, 0.02, 0.08, 0.07, 0.06],
  "homo_ha": -0.3891,
  "e_tot_ha": -15983.90660,
  "de_lowest_ev": 0.000,
  "homo_lumo_gap_ev": 10.7,
  "lumo_energy_ev": 0.15
}